Formula: CH4IN2O
Source: the OMol25 dataset
Level of theory: ωB97M-V with the def2-TZVPD basis set

Positions of all 9 atoms, in Å:
C  -1.0069  0.7354  0.2244
N  -1.2027  -0.4800  -0.1701
N  -0.5072  1.5910  0.7667
O  1.1720  -1.0367  -0.4885
I  2.7420  0.0907  0.0995
H  -0.2257  -0.8901  -0.5278
H  -1.9956  -0.7554  -0.6529
H  -0.1232  2.5842  0.6985
H  1.1472  -1.8391  0.0502

Energy above the lowest of the compared OMol25 structures with the same formula, charge and spin in kJ/mol: 63.7
HOMO level in eV: -14.1
Net charge: +1
Orbital gap in eV: 8.597

Formula: CH4IN2O
Source: the OMol25 dataset
Level of theory: ωB97M-V with the def2-TZVPD basis set

Positions of all 9 atoms, in Å:
C  -0.1623  -0.2762  0.0346
N  -0.8495  0.1821  1.6830
N  0.9198  0.1928  -0.4481
O  1.3921  -0.0865  -1.6771
I  -1.4477  -1.5922  -0.8840
H  -0.3471  1.0151  1.9629
H  -1.8365  0.3442  1.5186
H  1.5822  0.8053  0.0389
H  0.7491  -0.5846  -2.2289

Energy above the lowest of the compared OMol25 structures with the same formula, charge and spin in kJ/mol: 231.2
HOMO level in eV: -15.3
Net charge: +1
Orbital gap in eV: 10.403

Formula: CH4INO
Source: the OMol25 dataset
Level of theory: ωB97M-V with the def2-TZVPD basis set

Positions of all 8 atoms, in Å:
C  -0.6603  1.5145  0.0977
N  0.6425  -1.3355  -0.0549
O  1.1360  -0.1234  0.3052
I  -2.0177  -0.0364  -0.1723
H  -0.2797  1.7705  -0.8326
H  -0.4810  1.9489  1.0312
H  1.0208  -1.5512  -0.9837
H  0.6394  -2.1873  0.6093

Energy above the lowest of the compared OMol25 structures with the same formula, charge and spin in kJ/mol: 292.4
HOMO level (alpha / beta) in eV: -8.1 / -9.1
Orbital gap (alpha / beta) in eV: 7.927 / 9.273

Formula: CH4INP2
Source: the OMol25 dataset
Level of theory: ωB97M-V with the def2-TZVPD basis set

Positions of all 9 atoms, in Å:
C  0.0011  -1.3308  0.2347
N  0.1819  1.2584  -0.4669
P  1.1960  2.3476  0.0988
P  -0.8328  0.1438  0.9347
I  -2.8669  -0.2113  -0.1781
H  0.8719  -1.6738  0.9052
H  0.2276  -1.3408  -0.7878
H  -0.7810  -2.0898  0.4074
H  2.0022  2.8968  -1.1480

HOMO level (alpha / beta) in eV: -6.8 / -9.5
2S+1: 3
Orbital gap (alpha / beta) in eV: 6.770 / 7.208

Formula: CH4IO2PS
Source: the OMol25 dataset
Level of theory: ωB97M-V with the def2-TZVPD basis set

Positions of all 10 atoms, in Å:
C  -1.4540  0.7414  0.2121
O  0.7014  -0.2870  1.6217
O  -0.3703  0.5151  -0.5880
P  1.1279  -2.2295  -0.5395
S  0.8335  -0.2959  0.1082
I  2.6245  1.3847  -0.3168
H  -2.1807  -0.0600  -0.1812
H  -2.0061  1.6825  0.2157
H  -0.9754  0.4406  1.2032
H  1.6993  -1.8919  -1.7355

Energy above the lowest of the compared OMol25 structures with the same formula, charge and spin in kJ/mol: 291.7
HOMO level (alpha / beta) in eV: -8.5 / -8.5
SMILES: CO[S@@](=O)(=P)I
Orbital gap (alpha / beta) in eV: 6.601 / 6.601

Formula: CH4IOPS
Source: the OMol25 dataset
Level of theory: ωB97M-V with the def2-TZVPD basis set

Positions of all 9 atoms, in Å:
C  -1.0910  -1.2367  -1.4518
O  1.2082  1.1919  1.4595
P  -0.0186  -0.1057  -0.9558
S  0.1682  1.2375  2.8355
I  1.5399  0.1039  -2.7822
H  -1.9652  -1.4776  -0.7671
H  -0.6345  0.3588  2.1899
H  -1.1448  -1.8465  -2.2960
H  1.9377  1.7743  1.7680

Energy above the lowest of the compared OMol25 structures with the same formula, charge and spin in kJ/mol: 350.1
HOMO level in eV: -9.0
SMILES: C=PI.OS
Orbital gap in eV: 9.067